# 1
Entry from the Open Molecules 2025 dataset: a molecular structure, C26H23MgN7O5S3 (ωB97M-V/def2-TZVPD).

```
! wB97M-V def2-TZVPD RIJCOSX def2/J DEFGRID3
* xyz -2 1
Mg -0.4685 0.0348 -0.9451
N 0.0929 -2.8032 2.1266
C 1.2870 -2.1774 2.4268
C 1.5535 -1.3541 1.3784
N 0.5443 -1.4431 0.4565
C -0.3185 -2.3055 0.9362
C -1.5435 -2.5678 0.1951
N -1.8667 -1.7694 -0.7870
C -3.0404 -2.2346 -1.3038
C -3.4307 -3.3430 -0.6118
N -2.4587 -3.5517 0.3459
H -0.5121 -3.2424 2.7972
H 1.8062 -2.3565 3.3508
H 2.3862 -0.6882 1.2292
H -3.5111 -1.7362 -2.1350
H -4.2826 -3.9919 -0.7079
H -2.4582 -4.2703 1.0447
S -1.7589 0.8519 -2.9786
C -1.0229 -0.4004 -3.9081
S 0.2885 -1.2745 -3.2352
C -1.5151 -0.7063 -5.1935
C -0.9499 -1.7333 -6.0014
N -0.5297 -2.5487 -6.7062
C -2.6264 -0.0315 -5.7722
N -3.5374 0.4709 -6.2782
C -2.8346 1.7593 2.6299
S -2.0062 0.2913 2.0484
O -2.9838 -0.7913 2.1224
O -0.8578 0.0883 2.9137
O -1.6512 0.6428 0.6620
H -3.2074 1.5671 3.6338
H -3.6521 1.9799 1.9470
H -2.1076 2.5689 2.6340
C 7.5397 0.4997 5.0505
C 6.9464 1.6062 4.2159
C 7.3621 2.9171 4.4211
C 6.7953 3.9511 3.6904
C 5.8570 3.6723 2.7157
C 5.4450 2.3586 2.4687
N 4.4960 2.1452 1.4749
C 4.5516 1.2020 0.4611
C 5.7361 0.5250 0.1508
C 5.7672 -0.4017 -0.8793
C 4.6284 -0.6657 -1.6268
C 3.4567 0.0208 -1.3375
C 3.3974 0.9563 -0.3112
C 2.0878 1.6959 -0.0652
O 2.1057 2.7091 0.6603
O 1.0821 1.2197 -0.6517
C 5.9592 1.3174 3.2661
C 5.4022 -0.0766 3.1622
H 8.3762 0.8717 5.6427
H 7.8979 -0.3224 4.4275
H 6.8023 0.0794 5.7394
H 8.1233 3.1262 5.1647
H 7.1055 4.9746 3.8652
H 5.4337 4.4622 2.1077
H 3.6417 2.7151 1.4102
H 6.6332 0.7428 0.7184
H 6.6972 -0.9135 -1.1031
H 4.6460 -1.3893 -2.4316
H 2.5552 -0.1648 -1.9103
H 6.0304 -0.7385 2.5601
H 4.4210 -0.0595 2.6925
H 5.3011 -0.5211 4.1539
*
```

Values from the calculation:
Frontier orbital gap in eV: 5.63
LUMO level in eV: 3.8

In the Mulliken picture, each atom carries the following charge in e: atom 1 (Mg): 2.33, atom 2 (N): -0.03, atom 3 (C): -0.90, atom 4 (C): 0.32, atom 5 (N): -0.11, atom 6 (C): 0.17, atom 7 (C): -0.47, atom 8 (N): 0.41, atom 9 (C): -0.47, atom 10 (C): -0.65, atom 11 (N): -0.05, atom 12 (H): 0.24, atom 13 (H): 0.43, atom 14 (H): -0.17, atom 15 (H): 0.43, atom 16 (H): 0.40, atom 17 (H): 0.16, atom 18 (S): -0.57, atom 19 (C): 0.73, atom 20 (S): -0.54, atom 21 (C): 0.04, atom 22 (C): 0.12, atom 23 (N): -0.67, atom 24 (C): 0.10, atom 25 (N): -0.68, atom 26 (C): -1.11, atom 27 (S): 1.23, atom 28 (O): -0.74, atom 29 (O): -0.67, atom 30 (O): -0.90, atom 31 (H): 0.35, atom 32 (H): 0.30, atom 33 (H): 0.30, atom 34 (C): -1.52, atom 35 (C): 0.89, atom 36 (C): -0.89, atom 37 (C): -0.63, atom 38 (C): -0.92, atom 39 (C): -0.17, atom 40 (N): -0.03, atom 41 (C): 0.26, atom 42 (C): -0.53, atom 43 (C): -0.52, atom 44 (C): -0.98, atom 45 (C): -0.04, atom 46 (C): -0.35, atom 47 (C): 0.80, atom 48 (O): -0.98, atom 49 (O): -0.80, atom 50 (C): 1.17, atom 51 (C): -1.16, atom 52 (H): 0.38, atom 53 (H): 0.30, atom 54 (H): 0.32, atom 55 (H): 0.31, atom 56 (H): 0.36, atom 57 (H): 0.49, atom 58 (H): 0.38, atom 59 (H): 0.53, atom 60 (H): 0.37, atom 61 (H): 0.46, atom 62 (H): 0.36, atom 63 (H): 0.31, atom 64 (H): 0.03, atom 65 (H): 0.51



# 2
Entry from the Open Molecules 2025 dataset: a molecular structure, C26H23N2O5RuSi2 in a non-equilibrium geometry (ωB97M-V/def2-TZVPD).

```
! wB97M-V def2-TZVPD RIJCOSX def2/J DEFGRID3
* xyz -1 5
Ru -0.3761 0.6907 -0.8132
O -4.4787 5.0721 -2.7712
C -3.5627 4.0940 -2.5474
C -2.2191 4.3873 -2.3235
C -1.3419 3.3584 -2.0509
N -1.7315 2.0836 -1.9579
C -3.0142 1.7944 -2.2324
C -3.9551 2.7572 -2.5380
C -3.3253 0.3151 -2.1332
O -4.3066 -0.1620 -2.6883
O -2.4705 -0.3097 -1.4305
C 0.1598 3.6103 -1.8595
O 0.5786 4.7480 -2.0340
O 0.8169 2.5771 -1.5596
H -4.0424 5.9305 -2.6993
H -1.8315 5.3951 -2.3651
H -4.9701 2.4593 -2.7449
C -0.7740 1.1504 3.0340
Si -1.4341 0.4976 1.3242
C -3.3071 1.0131 1.3093
C -1.3938 -1.4455 1.4522
C -1.9087 -2.0184 2.6109
C -1.9754 -3.3878 2.7868
C -1.5261 -4.2197 1.7785
C -1.0064 -3.6662 0.6220
C -0.9223 -2.2888 0.4344
Si -0.1383 -1.6876 -1.2593
C -1.0859 -2.5933 -2.6817
C 1.5794 -2.6006 -1.3025
H -1.4383 0.8480 3.8377
H -0.7140 2.2334 3.0468
H 0.2150 0.7636 3.2518
H -3.7938 0.7533 2.2444
H -3.8313 0.5013 0.5093
H -3.4274 2.0823 1.1543
H -2.2683 -1.3694 3.3959
H -2.3804 -3.7981 3.7021
H -1.5835 -5.2933 1.8957
H -0.6581 -4.3334 -0.1543
H -1.0921 -3.6596 -2.4840
H -0.6037 -2.4364 -3.6418
H -2.1116 -2.2527 -2.7506
H 1.4251 -3.6558 -1.5024
H 2.1064 -2.5095 -0.3608
H 2.2273 -2.2071 -2.0777
N 8.8995 -0.7593 2.2568
C 7.8068 -0.6315 1.9177
C 6.4710 -0.4509 1.5331
C 5.4415 -1.0517 2.2712
C 4.1311 -0.8326 1.9300
C 3.8034 -0.0019 0.8441
C 4.8415 0.5771 0.0925
C 6.1527 0.3509 0.4263
C 2.4716 0.2143 0.4807
C 1.3082 0.3491 0.1193
H 5.6952 -1.6811 3.1131
H 3.3327 -1.2909 2.4940
H 4.5841 1.1985 -0.7521
H 6.9528 0.7886 -0.1534
*
```

Values from the calculation:
Frontier orbital gap (spin up / spin down) in eV: 5.74 / 7.04
LUMO level (spin up / spin down) in eV: 2.0 / 0.6

In the Mulliken picture, each atom carries the following charge in e: atom 1 (Ru): 0.48, atom 2 (O): -0.54, atom 3 (C): 1.10, atom 4 (C): -0.18, atom 5 (C): -0.22, atom 6 (N): -0.37, atom 7 (C): 0.44, atom 8 (C): -0.62, atom 9 (C): -0.20, atom 10 (O): -0.74, atom 11 (O): -0.43, atom 12 (C): 0.26, atom 13 (O): -0.74, atom 14 (O): -0.66, atom 15 (H): 0.29, atom 16 (H): 0.45, atom 17 (H): 0.52, atom 18 (C): -1.30, atom 19 (Si): 0.78, atom 20 (C): -1.35, atom 21 (C): 0.33, atom 22 (C): -0.44, atom 23 (C): -0.71, atom 24 (C): -0.72, atom 25 (C): -0.37, atom 26 (C): 0.52, atom 27 (Si): 0.65, atom 28 (C): -1.33, atom 29 (C): -1.39, atom 30 (H): 0.36, atom 31 (H): 0.38, atom 32 (H): 0.31, atom 33 (H): 0.48, atom 34 (H): 0.30, atom 35 (H): 0.36, atom 36 (H): 0.22, atom 37 (H): 0.37, atom 38 (H): 0.37, atom 39 (H): 0.22, atom 40 (H): 0.37, atom 41 (H): 0.38, atom 42 (H): 0.34, atom 43 (H): 0.37, atom 44 (H): 0.36, atom 45 (H): 0.40, atom 46 (N): -0.54, atom 47 (C): 0.07, atom 48 (C): 0.54, atom 49 (C): -0.71, atom 50 (C): -0.33, atom 51 (C): 0.32, atom 52 (C): -0.51, atom 53 (C): -0.66, atom 54 (C): 0.34, atom 55 (C): -0.53, atom 56 (H): 0.42, atom 57 (H): 0.51, atom 58 (H): 0.54, atom 59 (H): 0.44



# 3
Entry from the Open Molecules 2025 dataset: a molecular structure, C26H23N4O2Re in a non-equilibrium geometry (ωB97M-V/def2-TZVPD).

```
! wB97M-V def2-TZVPD RIJCOSX def2/J DEFGRID3
* xyz 3 2
Re -0.1664 0.3473 0.2034
C -2.1198 2.9000 -1.2749
C -1.8174 1.7657 -2.1867
C -2.4857 1.7016 -3.4165
C -2.2400 0.6704 -4.2965
C -1.3139 -0.2997 -3.9407
C -0.6891 -0.2079 -2.7034
N -0.9351 0.8158 -1.8452
C 0.2422 -1.2373 -2.2335
C 0.7771 -2.2342 -3.0454
C 1.6677 -3.1463 -2.5025
C 2.0337 -3.0307 -1.1702
C 1.4661 -2.0212 -0.3998
N 0.5634 -1.1645 -0.9236
C 1.7723 -1.7826 1.0119
C 2.5183 -2.6810 1.7660
C 2.7112 -2.4294 3.1164
C 2.1542 -1.2868 3.6530
C 1.4180 -0.4066 2.8535
C 0.8179 0.8005 3.4869
N 1.2489 -0.6506 1.5464
H -2.9375 3.4963 -1.6677
H -1.2519 3.5484 -1.1785
H -2.4146 2.5258 -0.2964
H -3.2055 2.4670 -3.6580
H -2.7627 0.6036 -5.2392
H -1.1090 -1.1247 -4.6029
H 0.5133 -2.2996 -4.0868
H 2.0878 -3.9278 -3.1159
H 2.7495 -3.7145 -0.7479
H 2.9280 -3.5702 1.3180
H 3.2709 -3.1197 3.7298
H 2.2714 -1.0619 4.7007
H 0.9647 0.7827 4.5630
H -0.2531 0.8534 3.2912
H 1.3041 1.6928 3.0991
O -2.7561 0.3511 0.3916
C -2.5868 -0.5492 1.2263
O -1.3653 -0.8973 1.4759
C -3.6678 -1.2313 1.9436
C -5.0046 -0.9238 1.6683
C -6.0153 -1.6039 2.3337
C -5.7130 -2.5438 3.3151
C -4.3827 -2.8435 3.5917
C -3.3615 -2.1738 2.9335
H -5.2397 -0.1591 0.9433
H -7.0451 -1.4130 2.0718
H -6.5044 -3.0562 3.8416
H -4.1372 -3.6059 4.3179
H -2.3288 -2.3597 3.1899
C -0.2484 4.5191 2.0243
C -0.2736 3.2268 1.4914
N -0.2977 2.1515 1.0588
H -1.2637 4.9071 2.1460
H 0.3038 5.1901 1.3591
H 0.2461 4.5186 2.9999
*
```

Values from the calculation:
Frontier orbital gap (spin up / spin down) in eV: 4.28 / 4.66
LUMO level (spin up / spin down) in eV: -12.3 / -11.9

In the Mulliken picture, each atom carries the following charge in e: atom 1 (Re): 0.88, atom 2 (C): -1.44, atom 3 (C): 1.21, atom 4 (C): -0.76, atom 5 (C): -0.78, atom 6 (C): -0.72, atom 7 (C): 0.65, atom 8 (N): -0.22, atom 9 (C): 1.28, atom 10 (C): -0.97, atom 11 (C): -0.90, atom 12 (C): -0.97, atom 13 (C): 1.21, atom 14 (N): 0.41, atom 15 (C): 0.59, atom 16 (C): -0.83, atom 17 (C): -0.76, atom 18 (C): -0.88, atom 19 (C): 1.34, atom 20 (C): -1.51, atom 21 (N): -0.16, atom 22 (H): 0.49, atom 23 (H): 0.29, atom 24 (H): 0.29, atom 25 (H): 0.44, atom 26 (H): 0.50, atom 27 (H): 0.37, atom 28 (H): 0.43, atom 29 (H): 0.50, atom 30 (H): 0.44, atom 31 (H): 0.40, atom 32 (H): 0.50, atom 33 (H): 0.45, atom 34 (H): 0.47, atom 35 (H): 0.33, atom 36 (H): 0.24, atom 37 (O): -0.62, atom 38 (C): 0.80, atom 39 (O): -0.70, atom 40 (C): 0.38, atom 41 (C): -0.36, atom 42 (C): -0.64, atom 43 (C): -0.47, atom 44 (C): -0.64, atom 45 (C): -0.31, atom 46 (H): 0.38, atom 47 (H): 0.43, atom 48 (H): 0.43, atom 49 (H): 0.42, atom 50 (H): 0.41, atom 51 (C): -1.37, atom 52 (C): 1.07, atom 53 (N): -0.16, atom 54 (H): 0.35, atom 55 (H): 0.36, atom 56 (H): 0.42



# 4
Entry from the Open Molecules 2025 dataset: a molecular structure, C26H24BBrF7N5O7S2 in a non-equilibrium geometry (ωB97M-V/def2-TZVPD).

```
! wB97M-V def2-TZVPD RIJCOSX def2/J DEFGRID3
* xyz 0 1
C -4.0612 -1.6172 2.2495
C -2.6500 -2.0633 2.7397
B -1.7086 -2.6155 1.5673
O -0.9967 -3.7763 1.7254
C -1.5960 -1.7374 0.2189
C -0.6421 -0.7670 0.0218
S 0.5181 -0.3806 1.3013
O 0.6294 1.0576 1.3555
O 0.1987 -0.8414 2.6281
C 2.1386 -1.1764 0.8326
F 2.0883 -1.4193 -0.5046
F 2.2187 -2.3797 1.4380
C 3.4158 -0.3314 1.1300
F 3.3752 0.8921 0.5686
F 4.4386 -0.9750 0.4899
C 3.8455 -0.2469 2.6375
F 4.7899 0.7203 2.7314
F 4.4635 -1.3916 2.9752
F 2.8685 0.0898 3.4724
C -0.6199 -0.0664 -1.3026
C 0.4884 0.9914 -1.5678
Br 1.3928 0.7065 -3.3161
C 0.0296 2.4564 -1.3588
C -1.0702 2.9783 -2.3118
C -1.5651 -0.3558 -2.2637
N -1.6253 0.3143 -3.5363
C -2.6060 -1.3548 -2.0517
N -3.6013 -1.7362 -2.8700
S -4.3784 -2.8857 -2.0022
N -3.5371 -2.9790 -0.6111
C -2.5713 -2.0443 -0.7904
H -4.6311 -1.1117 3.0526
H -4.0346 -0.9244 1.3904
H -4.6676 -2.4935 1.9561
H -2.1233 -1.2073 3.2065
H -2.7936 -2.8252 3.5374
H -1.1746 -4.0928 2.6227
H 1.3156 0.8381 -0.8631
H -0.2303 2.6325 -0.2987
H 0.9297 3.0858 -1.5367
H -1.2015 4.0679 -2.1952
H -2.0212 2.4996 -2.0060
H -0.9222 2.7265 -3.3670
H -0.9653 -0.1917 -4.1317
H -2.5403 0.1181 -3.9462
C -2.1322 7.2641 -7.4173
C -1.7308 5.9372 -7.3366
C -2.1071 5.1633 -6.2497
C -2.8874 5.7291 -5.2553
C -3.2880 7.0530 -5.3204
C -2.9063 7.8225 -6.4085
N -3.3077 4.9048 -4.1150
O -2.9226 3.7533 -4.0791
O -4.0179 5.4214 -3.2737
H -1.8415 7.8652 -8.2702
H -1.1264 5.5049 -8.1233
H -1.7916 4.1307 -6.1920
H -3.8931 7.4921 -4.5395
H -3.2152 8.8576 -6.4725
C 3.4103 -4.0325 4.1598
C 3.9361 -3.2061 5.1441
C 4.4965 -3.7585 6.2859
C 4.5277 -5.1361 6.4260
C 4.0003 -5.9702 5.4549
C 3.4386 -5.4122 4.3170
N 5.1431 -5.7243 7.6232
O 5.5796 -4.9646 8.4654
O 5.1830 -6.9367 7.7006
H 2.9784 -3.6012 3.2678
H 3.9121 -2.1349 5.0228
H 4.9043 -3.1109 7.0494
H 4.0223 -7.0448 5.5701
H 3.0254 -6.0534 3.5491
*
```

Values from the calculation:
Frontier orbital gap in eV: 7.63
LUMO level in eV: -1.5

In the Mulliken picture, each atom carries the following charge in e: atom 1 (C): -1.17, atom 2 (C): -0.31, atom 3 (B): 0.57, atom 4 (O): -0.67, atom 5 (C): -0.61, atom 6 (C): 0.09, atom 7 (S): 1.50, atom 8 (O): -0.66, atom 9 (O): -0.74, atom 10 (C): 0.65, atom 11 (F): -0.25, atom 12 (F): -0.20, atom 13 (C): 0.73, atom 14 (F): -0.24, atom 15 (F): -0.30, atom 16 (C): 0.58, atom 17 (F): -0.28, atom 18 (F): -0.23, atom 19 (F): -0.20, atom 20 (C): -0.86, atom 21 (C): 0.67, atom 22 (Br): -0.14, atom 23 (C): -0.50, atom 24 (C): -1.15, atom 25 (C): 0.61, atom 26 (N): -0.28, atom 27 (C): 0.78, atom 28 (N): -0.70, atom 29 (S): 0.11, atom 30 (N): -0.47, atom 31 (C): 0.47, atom 32 (H): 0.37, atom 33 (H): 0.26, atom 34 (H): 0.30, atom 35 (H): 0.14, atom 36 (H): 0.43, atom 37 (H): 0.31, atom 38 (H): -0.86, atom 39 (H): 0.29, atom 40 (H): 0.45, atom 41 (H): 0.40, atom 42 (H): 0.28, atom 43 (H): 0.30, atom 44 (H): 0.26, atom 45 (H): 0.31, atom 46 (C): -0.42, atom 47 (C): -0.51, atom 48 (C): -0.23, atom 49 (C): 0.11, atom 50 (C): -0.40, atom 51 (C): -0.41, atom 52 (N): 1.04, atom 53 (O): -0.59, atom 54 (O): -0.62, atom 55 (H): 0.37, atom 56 (H): 0.37, atom 57 (H): 0.45, atom 58 (H): 0.44, atom 59 (H): 0.37, atom 60 (C): -0.15, atom 61 (C): -0.29, atom 62 (C): -0.40, atom 63 (C): -0.10, atom 64 (C): -0.33, atom 65 (C): -0.68, atom 66 (N): 1.01, atom 67 (O): -0.60, atom 68 (O): -0.61, atom 69 (H): 0.51, atom 70 (H): 0.32, atom 71 (H): 0.45, atom 72 (H): 0.45, atom 73 (H): 0.42



So what do the calculations give for DFT total energy? Going down the list: -85962.69941, -58890.96728, -39494.78996, -160540.66154 eV.